Record 1
The following is a DFT calculation (the ωB97M-V functional and the def2-TZVPD basis) of C35H37BiBr4N6O4 as an isolated structure at a distorted geometry.

Atoms and positions in Å:
Bi: 0.43213 0.12200 0.07884
Br: 3.79899 0.95928 3.80132
Br: 3.58122 -1.20279 6.31565
Br: 1.66201 -3.87526 5.97176
Br: -0.10474 -4.23633 3.15879
O: 2.08860 0.88433 -3.91096
O: 1.96852 0.24676 1.56676
O: -2.08859 3.61389 0.98754
O: 0.39221 -1.98568 1.27159
N: -5.39406 -1.59862 -3.55665
N: -1.30084 -1.72286 -2.75962
N: 2.01490 0.39170 -1.64912
N: -2.51448 -0.08770 -0.56698
N: -0.55359 1.89894 1.21686
N: 0.02922 2.03445 -1.31474
C: -1.48986 3.74511 -1.84398
C: 3.31680 -0.17658 -1.59442
C: 4.41191 0.69919 -1.53327
C: 1.62178 1.00340 -2.78004
C: 5.89361 -1.19835 -1.43138
C: -4.53236 -1.44634 -1.23371
C: 5.69270 0.17129 -1.45842
C: 2.58550 -1.46703 4.73512
C: 1.07209 3.96063 2.31183
C: -0.45720 1.98484 2.63214
C: -3.40094 -2.94289 -2.90283
C: 0.46609 3.05139 4.57374
C: -1.24961 2.83030 0.54774
C: 4.19215 2.18623 -1.54161
C: -0.91919 2.87163 -0.93050
C: -4.15110 -1.64266 -2.68614
C: -2.05137 0.03500 2.86143
C: -3.23372 -1.33494 -0.38666
C: 1.08181 -1.82839 2.37489
C: -0.17054 2.13341 5.39201
C: 1.03480 -2.74996 3.42633
C: 1.76827 -2.58356 4.59941
C: 2.65093 -0.53499 3.69461
C: 3.50977 -1.56154 -1.55900
C: 4.80734 -2.05348 -1.47507
C: 0.34224 2.98834 3.19376
C: -2.35285 -2.56593 -0.66264
C: -1.04922 3.69144 -3.16226
C: -0.05864 2.79108 -3.53762
C: -1.11892 1.06309 3.44965
C: -2.05877 -2.81781 -2.14685
C: 0.47069 1.96257 -2.55934
C: 2.35077 -2.51406 -1.65897
C: -0.95702 1.14525 4.82719
C: 1.90853 -0.68230 2.53278
H: -2.88098 -3.44617 -0.28525
H: 2.70449 -3.52565 -1.85581
H: -0.53006 -1.46136 -2.15424
H: -1.53346 -3.77488 -2.22626
H: -0.05127 2.18770 6.46655
H: 6.89814 -1.59920 -1.38064
H: -6.01471 -2.37192 -3.31711
H: 1.68702 -2.21836 -2.47690
H: -1.56317 -0.58966 2.11299
H: 0.37442 4.64803 1.82765
H: -2.24483 4.44353 -1.51081
H: -2.28157 0.12225 -1.52942
H: 4.96653 -3.12536 -1.45323
H: -1.47125 4.36481 -3.89779
H: 5.10363 2.71389 -1.26562
H: -5.12642 -0.53587 -1.10274
H: 1.78587 4.54235 2.89297
H: -2.43423 -0.61958 3.64319
H: 1.76884 -2.54437 -0.73465
H: -5.11719 -2.29961 -0.87248
H: -2.89728 0.53635 2.37785
H: -5.13943 -1.68196 -4.54088
H: -2.94075 0.70640 -0.10482
H: 3.40084 2.45600 -0.83879
H: 1.10017 3.81327 5.01180
H: 6.54045 0.84478 -1.41201
H: 1.61421 3.41991 1.53155
H: -3.50529 -0.83003 -3.01860
H: 3.88594 2.52326 -2.53519
H: -3.52314 -1.36884 0.66467
H: 0.32134 2.72398 -4.54741
H: -1.42436 -2.48741 -0.08953
H: -5.89903 -0.72459 -3.41096
H: -3.20674 -3.10601 -3.96891
H: -1.46683 0.42929 5.46192
H: -0.87522 -2.02499 -3.62944
H: -3.96263 -3.79544 -2.51061

Atoms 1-3, force components in eV/Å:
Bi 0.4 -0.7 0.7
Br -0.1 0.1 -0.1
Br 0.0 0.0 0.0

The multiplicity is 1. The HOMO energy comes out at -6.55 eV. The calculation puts the HOMO-LUMO gap at 4.63 eV.


Record 2
The following is a DFT calculation (the ωB97M-V functional and the def2-TZVPD basis) of a 17-piece molecular cluster, C31H96O17 overall at a distorted geometry.

Atoms and positions in Å:
O: 11.86964 11.57946 9.50956
O: 15.92838 14.96612 6.80382
O: 16.87262 9.60702 13.16522
O: 13.63896 10.68840 7.58404
O: 15.11528 18.13168 12.54654
O: 12.03990 16.93810 16.52826
O: 12.16838 11.94062 12.10332
O: 10.01186 16.10397 14.74416
O: 10.15290 16.29394 8.60736
O: 17.71240 17.66206 13.64610
O: 14.30886 20.21351 14.21002
O: 16.05632 8.73286 15.74946
O: 14.15572 13.38308 13.21854
O: 15.45534 14.91078 19.05572
O: 11.38762 11.19024 18.72364
O: 16.54409 12.21266 12.18254
O: 7.70094 14.81858 14.65202
C: 8.52764 13.27536 13.03036
C: 15.69880 14.98472 8.21761
C: 17.42536 13.25486 12.28172
C: 10.73372 10.99326 9.04714
C: 14.40940 14.42402 18.24742
C: 13.67876 14.53048 13.94936
C: 14.62476 17.71074 11.28940
C: 10.51090 15.30340 9.56602
C: 9.93502 16.82359 13.51714
C: 15.35084 22.15754 15.27094
C: 10.26370 12.43666 17.03783
C: 14.36206 10.37954 15.50250
C: 18.60950 8.74201 11.90968
C: 10.52594 18.20756 13.66260
C: 9.49586 11.19158 9.95638
C: 14.83918 11.46384 7.57762
C: 7.33700 13.73610 13.82930
C: 15.41894 9.75447 16.43454
C: 13.13864 18.00162 11.14236
C: 15.52290 20.97020 14.29000
C: 17.17278 17.40795 14.94574
C: 17.05388 15.89322 15.25302
C: 15.56852 11.20450 8.91108
C: 14.21380 15.11642 8.52279
C: 17.12328 8.58724 12.21072
C: 18.47747 13.03552 11.22316
C: 11.06310 10.43842 13.50628
C: 10.18022 11.28876 18.06686
C: 12.24466 10.62518 12.57496
C: 14.78964 13.06574 17.67634
C: 13.22636 17.59744 16.20156
H: 11.58972 18.06114 13.84974
H: 15.65790 21.42142 13.30700
H: 14.54480 22.84544 15.01562
H: 16.23642 9.05082 14.86172
H: 9.45824 13.15506 13.58502
H: 15.49854 13.05550 16.84840
H: 8.22400 12.38190 12.48482
H: 14.79634 16.65070 11.10242
H: 19.33112 13.70710 11.31454
H: 14.54388 19.58708 13.52158
H: 16.27874 22.72838 15.30584
H: 13.86390 12.71358 17.22122
H: 15.10160 15.73220 19.40464
H: 11.27700 15.75840 10.19384
H: 8.55392 10.84208 9.53363
H: 16.29803 15.70708 8.77186
H: 12.86652 19.05004 11.26440
H: 13.92628 17.05957 15.56210
H: 15.31210 21.82922 16.30958
H: 9.21048 15.57580 14.76500
H: 10.15922 18.80914 14.49428
H: 9.33442 12.57506 16.48522
H: 12.47698 17.52610 11.86636
H: 10.24162 18.84487 12.82528
H: 11.00078 12.21172 16.26697
H: 7.07412 12.89914 14.47620
H: 13.60984 14.33122 8.06805
H: 16.05652 17.97772 12.65590
H: 13.78062 9.63062 14.96476
H: 9.64477 10.67580 10.90500
H: 7.13316 14.82144 15.42612
H: 10.36950 16.28321 12.67612
H: 8.69338 14.05848 12.29054
H: 18.87849 9.78710 11.75626
H: 16.02724 15.86010 6.46822
H: 11.62058 10.26730 18.59906
H: 18.40110 18.32088 13.76134
H: 13.43052 12.86400 12.86326
H: 13.64808 15.42042 13.32074
H: 11.99586 11.79702 11.16992
H: 10.69830 11.30044 8.00191
H: 13.97444 15.21674 9.58144
H: 16.59226 11.57332 8.84738
H: 14.92210 9.34850 17.31570
H: 17.04180 7.61514 12.69704
H: 12.65626 14.38632 14.29836
H: 10.95528 9.92812 8.98010
H: 19.15540 8.37259 12.77780
H: 9.43890 12.22644 10.29392
H: 9.95452 10.36892 17.52738
H: 16.57393 15.86510 16.23126
H: 11.01078 9.44754 13.95738
H: 9.62326 15.19836 10.18986
H: 15.09266 11.69704 9.75904
H: 15.65342 10.14566 9.15554
H: 13.54368 14.31210 18.90020
H: 14.27116 15.15506 17.45082
H: 12.88158 18.43716 15.59816
H: 16.86648 14.17844 12.13088
H: 10.87310 14.35370 9.17234
H: 16.37318 20.33688 14.54308
H: 11.56592 16.80024 15.70490
H: 6.44370 13.90702 13.22854
H: 13.61674 10.92592 16.08048
H: 17.98672 13.00176 10.25048
H: 18.07164 15.50758 15.31238
H: 16.91644 10.46268 12.73218
H: 9.35401 11.49740 18.74654
H: 12.46232 11.45788 8.76422
H: 18.79260 8.18446 10.99112
H: 13.18588 10.37392 13.06394
H: 16.12994 10.54196 16.68439
H: 16.44265 15.30942 14.56478
H: 15.16516 18.11785 10.43482
H: 14.69300 11.12244 14.77678
H: 15.25646 12.40112 18.40328
H: 16.00106 14.02164 8.62898
H: 14.19264 14.66954 14.90050
H: 12.16888 10.01085 11.67776
H: 8.90832 16.97268 13.18284
H: 11.09334 11.22870 14.25640
H: 14.67290 12.52180 7.37476
H: 15.68292 12.62362 12.28782
H: 17.80196 17.87204 15.70524
H: 16.23474 17.95578 15.03544
H: 13.23202 10.80244 6.72206
H: 10.13472 10.52122 12.94116
H: 17.87057 13.27836 13.27638
H: 15.40550 11.02676 6.75522
H: 18.94400 12.06170 11.37198
H: 16.53346 8.59414 11.29410
H: 13.80636 18.03132 17.01608
H: 10.58638 13.34638 17.54418
H: 9.52094 16.91024 8.98472
H: 12.74388 17.68564 10.17674
H: 13.79478 15.99902 8.03954

Atoms 1-3, force components in eV/Å:
O 1.1 1.6 1.4
O 0.2 -0.2 0.5
O -1.3 -0.8 0.3

The multiplicity is 1. The HOMO energy comes out at -9.13 eV. The calculation puts the HOMO-LUMO gap at 9.47 eV.